A structure of composition C31H31IN2O2PS2Tm, computed with ωB97M-V with the def2-TZVPD basis set.

As for the net charge: -2. Its HOMO energy (spin up / spin down) is -1.0 / -1.0 eV. As for the multiplicity: 3. Its expectation value of S² is 2.002. Its energy relative to the best compared isomer or geometry (same formula, charge and spin) is 0.00 kJ/mol.

Structure (XYZ):
```
71
Properties=species:S:1:pos:R:3:lowdin_spin:R:1
Tm 0.9682 -0.0093 0.3952 2.01
C 0.5383 2.9547 2.6369 0.00
N 1.4425 2.0441 2.0127 0.00
C 2.6698 2.0620 2.4241 0.00
C 3.6732 1.2302 1.8302 0.00
C 5.0024 1.0648 2.1486 0.00
C 5.4266 -0.0609 1.4050 0.00
C 4.3132 -0.4788 0.6706 0.00
N 3.2500 0.3059 0.9150 0.00
C 0.5939 4.3301 2.0165 0.00
C 1.1657 5.3533 2.7537 0.00
C 1.2824 6.6438 2.2276 0.00
C 0.8742 6.8845 0.9291 0.00
C 0.2666 5.8617 0.2035 0.00
C 0.1295 4.5917 0.7322 0.00
H 0.7450 3.0848 3.6951 0.00
H -0.4713 2.5578 2.5160 0.00
H 2.9342 2.6868 3.3224 0.00
H 5.5579 1.6804 2.8854 0.00
H 6.4266 -0.4612 1.3476 0.00
H 4.2444 -1.3003 -0.0469 0.00
H 1.5178 5.1548 3.7728 0.00
H 1.7830 7.4559 2.7655 0.00
H 1.0870 7.8662 0.4847 0.00
H -0.1475 6.0172 -0.8304 0.00
H -0.4859 3.8477 0.2931 0.00
O -2.2874 2.8816 -0.1998 0.00
C -1.6616 1.8463 -0.3593 0.00
O -0.6024 1.5254 0.3017 0.00
C -2.2107 0.7516 -1.2168 0.00
P -1.7478 -0.8351 -0.4925 0.00
C -2.1256 -2.0105 -1.7902 0.00
C -1.1946 -2.9835 -2.0029 0.00
C -1.3798 -3.9192 -3.0183 0.00
C -2.5698 -3.9141 -3.7126 0.00
C -3.5059 -2.9100 -3.5528 0.00
C -3.2888 -1.9221 -2.5881 0.00
C -3.0951 -1.3205 0.6763 0.00
C -3.9551 -0.4126 1.2798 0.00
C -5.0115 -0.8793 2.0673 0.00
C -5.1875 -2.2398 2.2938 0.00
C -4.2820 -3.1299 1.6905 0.00
C -3.2505 -2.6977 0.8757 0.00
H -1.7071 0.6709 -2.1890 0.00
H -3.2773 0.8679 -1.4233 0.00
H -0.3206 -2.9682 -1.3548 0.00
H -0.6215 -4.6628 -3.2335 0.00
H -2.7421 -4.7203 -4.3994 0.00
H -4.4025 -2.8936 -4.1918 0.00
H -4.0945 -1.1418 -2.4865 0.00
H -3.8034 0.6337 1.1171 0.00
H -5.6736 -0.1411 2.5090 0.00
H -6.0851 -2.5741 2.8076 0.00
H -4.4320 -4.1825 1.7938 0.00
H -2.5588 -3.4384 0.4395 0.00
C 2.3368 -1.4620 -4.2209 0.00
C 1.9496 -1.5686 -2.7591 0.00
S 1.0106 -0.1242 -2.2594 0.00
C 2.3237 -2.5625 -1.9088 0.00
C 3.1726 -3.6942 -2.3657 0.00
S 1.9347 -2.5475 -0.2180 0.00
H 3.1632 -2.1069 -4.5437 0.00
H 2.5874 -0.4171 -4.4396 0.00
H 1.4779 -1.7411 -4.8641 0.00
H 2.6747 -4.6660 -2.3611 0.00
H 4.0722 -3.8386 -1.7463 0.00
H 3.5057 -3.6474 -3.4322 0.00
I 1.6619 -0.9681 4.2792 0.00
C 0.3814 -1.3564 2.3855 0.00
H 0.6210 -2.4342 2.3562 0.00
H -0.5865 -1.5130 2.9514 0.00
```